Entry 1:
10
Properties=species:S:1:pos:R:3:forces:R:3:lowdin_charge:R:1 method="wB97M-V/def2-TZVPD" charge=0 energy_ev=-9214.7758 homo_energy_ev=-10.2 lumo_energy_ev=0.91 spin_multiplicity=1 e_above_lowest_kj_mol=43.13 gap_ev=11.1
N -1.062 0.859 1.310 -0.1 0.0 0.1 0.173
C -0.051 0.342 0.584 0.2 0.3 0.0 -0.591
O 1.077 0.847 0.571 -0.2 -0.1 -0.1 0.022
N -0.433 -0.801 -0.126 0.2 -0.1 -0.2 0.118
C 0.306 -1.135 -1.122 -0.2 -0.1 0.0 -0.242
O 1.371 -0.526 -1.599 0.1 0.1 0.2 0.078
H -0.927 1.718 1.814 0.1 -0.1 -0.1 0.112
H -1.980 0.458 1.225 0.1 0.0 0.1 0.103
H 0.044 -2.024 -1.692 0.0 0.1 0.0 0.132
H 1.598 0.197 -0.953 -0.1 -0.1 0.0 0.095

---

Entry 2:
15
Properties=species:S:1:pos:R:3:forces:R:3:lowdin_charge:R:1 method="wB97M-V/def2-TZVPD" charge=+1 energy_ev=-8271.8560 homo_energy_ev="-14.1 / -12.9" lumo_energy_ev="-3.93 / -5.00" spin_multiplicity=1 e_above_lowest_kj_mol=696.42 gap_ev="10.2 / 7.9"
C -2.233 -0.606 -0.585 2.1 0.6 -0.8 -0.069
C -1.404 0.598 -0.545 -0.5 -2.3 1.3 0.102
C 2.693 0.412 0.339 -1.1 4.5 -1.5 -0.021
N 1.704 -0.235 -0.461 1.6 -0.8 -0.8 -0.134
N -1.894 -0.074 0.709 1.9 -0.5 1.4 0.081
O 0.567 -0.488 -0.031 -1.1 0.0 0.0 -0.072
H -3.221 -0.595 -0.775 -3.3 0.4 -0.9 0.098
H -1.755 -1.469 -0.967 0.6 -1.1 0.4 0.125
H -1.746 1.553 -0.585 -0.6 2.9 -0.7 0.082
H 3.212 1.280 -0.240 -1.0 -1.5 0.8 0.141
H 2.179 0.857 1.171 -0.1 0.2 0.4 0.093
H 3.440 -0.184 0.667 2.2 -2.4 1.0 0.054
H -1.081 -0.540 1.114 -0.1 -0.1 0.4 0.142
H -2.549 0.274 1.429 0.2 0.0 -1.0 0.202
H 2.087 -0.784 -1.239 -0.7 0.1 0.0 0.175

---

Entry 3:
15
Properties=species:S:1:pos:R:3:forces:R:3:lowdin_charge:R:1 method="wB97M-V/def2-TZVPD" charge=0 energy_ev=-7383.6483 homo_energy_ev=-8.6 smiles="C=C=C1C[C@H]1C=C" lumo_energy_ev=1.00 spin_multiplicity=1 e_above_lowest_kj_mol=491.96 gap_ev=9.6
C 2.525 1.137 0.577 2.7 1.7 1.0 -0.004
C 2.017 -0.007 0.266 -1.6 -0.1 0.2 -0.064
C 1.035 -0.752 -0.086 -1.1 -0.6 -1.3 -0.205
C 0.191 -1.944 -0.261 -1.4 2.7 4.7 -0.022
C -0.373 -0.515 -0.605 0.1 0.1 0.9 -0.240
C -1.415 0.094 0.202 -2.1 0.4 2.6 -0.199
C -2.250 1.104 -0.123 1.0 -0.2 -1.8 -0.012
H 3.195 1.623 -0.162 -0.5 -0.2 0.5 0.063
H 2.619 1.569 1.627 -0.6 -0.7 -1.5 0.085
H 0.103 -2.431 -1.137 0.5 -2.6 -2.3 0.055
H -0.209 -2.315 0.810 0.8 0.3 -3.0 0.165
H -0.608 -0.195 -1.617 1.0 -0.6 -0.5 0.136
H -1.657 -0.381 1.192 0.7 0.4 -0.8 0.114
H -3.079 1.501 0.496 0.8 -0.5 -0.4 0.056
H -2.094 1.512 -1.178 -0.5 -0.1 1.6 0.072

---

Entry 4:
88
Properties=species:S:1:pos:R:3:forces:R:3:lowdin_charge:R:1 method="wB97M-V/def2-TZVPD" charge=0 energy_ev=-213989.2854 homo_energy_ev=-7.1 lumo_energy_ev=-5.94 spin_multiplicity=1 gap_ev=1.1
O -0.893 -3.621 4.839 -0.6 2.7 -6.9 0.129
C -0.879 -3.024 3.727 1.2 -1.2 8.1 -0.372
F -1.664 -3.625 2.634 -1.0 4.1 1.6 -0.355
N -0.122 -1.759 3.662 -1.1 -1.2 -3.1 0.188
C 0.740 -1.666 2.458 0.7 -1.1 -4.6 -0.339
O 0.559 -2.279 1.361 0.3 1.6 5.0 0.037
N 1.951 -0.811 2.565 -2.8 0.2 -1.4 0.160
C 1.667 0.594 2.185 3.6 5.6 1.0 -0.349
O 2.580 1.458 2.485 -4.5 -4.6 -1.5 0.053
O 0.497 1.034 1.482 2.4 -1.9 2.5 -0.063
C -0.214 2.084 2.200 -2.0 1.3 1.3 -0.143
C -1.569 1.384 2.791 0.6 0.9 0.0 -0.215
C -2.745 2.444 3.091 0.7 0.1 0.6 -0.210
C -3.862 1.811 4.077 0.2 1.6 -0.5 -0.432
S -4.057 -0.027 3.932 -1.0 -0.7 -1.3 0.878
C -5.011 -0.395 2.378 -3.2 1.9 -2.4 -0.461
N -6.170 0.352 1.881 4.1 -3.6 0.5 0.034
N -6.541 -0.231 0.689 3.9 -4.1 0.0 0.013
C -5.651 -1.336 0.424 -2.0 3.8 3.1 -0.184
O -4.699 -1.459 1.496 -2.2 2.0 -0.8 -0.044
H -0.846 -1.015 3.539 0.4 0.0 0.4 0.115
H 2.581 -1.163 1.808 -0.5 0.3 0.9 0.138
H 0.338 2.500 3.118 -0.3 -0.8 -1.7 0.141
H -0.447 2.994 1.527 0.4 -1.9 0.7 0.160
H -1.871 0.563 2.046 0.3 1.1 1.1 0.097
H -1.249 0.963 3.832 -0.6 0.3 -1.7 0.107
H -3.178 2.931 2.148 0.5 -0.9 1.3 0.124
H -2.250 3.301 3.696 -1.0 -1.2 -1.1 0.125
H -3.506 2.017 5.164 -0.7 -0.9 -1.7 0.106
H -4.884 2.314 3.960 1.5 -0.7 0.1 0.100
H -5.713 -1.998 -0.513 2.0 2.1 5.5 -0.070
N 4.829 -3.147 0.360 -0.2 -0.6 0.3 0.081
C 5.493 -4.131 0.988 -0.5 0.8 -0.2 -0.304
C 4.934 -5.361 1.303 -0.3 0.1 0.0 -0.224
C 3.609 -5.589 0.955 -0.2 -0.2 0.0 -0.062
C 2.899 -4.589 0.307 0.1 -0.2 0.1 -0.061
C 3.549 -3.395 0.033 0.6 0.3 0.0 -0.132
H 6.525 -3.902 1.243 0.0 0.1 0.2 0.060
H 5.518 -6.121 1.810 -0.1 0.0 0.2 0.059
H 3.136 -6.537 1.186 0.1 0.1 0.0 0.118
H 1.865 -4.732 0.021 0.1 0.1 0.0 0.094
H 3.037 -2.584 -0.475 0.0 -0.1 0.0 0.113
K -6.392 -2.373 -2.020 -1.2 -0.1 -3.3 1.055
O -2.949 5.768 2.789 0.1 -0.2 0.1 -0.394
Cl -3.885 6.268 1.800 -0.1 0.2 -0.3 0.655
O -3.964 5.343 0.683 0.3 0.6 1.2 -0.339
O -3.433 7.557 1.325 -0.1 -0.3 0.1 -0.330
O -5.193 6.407 2.405 0.2 -0.1 0.0 -0.357
Mg 7.104 -5.930 -0.091 0.5 -0.4 -0.6 0.675
C -8.131 3.321 0.422 0.7 0.7 -0.4 -0.075
C -7.229 4.339 -0.217 1.9 2.4 -1.4 -0.211
N -6.513 5.143 -0.723 -4.0 -2.7 2.1 0.164
H -8.339 3.606 1.455 0.1 0.0 -0.1 0.073
H -9.072 3.263 -0.128 0.1 0.1 0.0 0.066
H -7.651 2.341 0.412 0.0 0.1 0.0 0.034
Br -0.679 -5.181 2.147 2.0 -3.9 -1.5 0.739
B -3.827 3.247 -2.005 -0.9 4.2 -0.6 -0.982
O -4.647 2.020 -2.056 0.6 -1.8 0.6 0.249
C -3.934 1.036 -1.539 -3.1 0.1 -1.4 -0.377
O -4.336 -0.116 -1.448 0.3 -0.3 -0.2 0.028
C -2.624 1.543 -1.121 3.0 1.9 0.8 -0.391
O -1.735 0.892 -0.612 -0.6 -0.1 -0.1 0.113
O -2.544 2.846 -1.391 -0.2 -2.0 0.3 0.243
F -4.476 4.253 -1.218 1.8 -2.8 -2.2 0.051
F -3.606 3.741 -3.334 -0.1 -0.9 1.2 0.101
C 2.549 3.048 -0.800 0.0 0.0 0.0 -0.100
C 1.829 2.304 -1.918 -0.2 0.3 0.3 -0.254
C 2.782 1.575 -2.866 -0.4 -0.1 0.0 -0.194
C 3.631 2.499 -3.625 0.3 0.1 -0.2 -0.216
N 4.301 3.224 -4.219 -0.3 -0.3 0.2 0.151
H 3.181 3.848 -1.196 0.0 -0.1 0.0 0.076
H 1.824 3.506 -0.123 0.1 -0.1 -0.1 0.075
H 3.172 2.364 -0.216 0.0 0.1 0.0 0.067
H 1.206 3.010 -2.477 0.0 -0.2 0.0 0.122
H 1.153 1.569 -1.468 0.0 0.0 -0.2 0.099
H 2.191 0.978 -3.569 0.2 0.1 -0.1 0.117
H 3.406 0.874 -2.303 0.1 0.2 -0.1 0.114
C 8.455 -9.078 -3.936 -0.4 -0.2 0.8 -0.070
C 7.781 -9.426 -2.638 -1.5 -0.8 2.9 -0.263
N 7.248 -9.701 -1.611 2.1 1.2 -4.0 0.097
H 9.039 -9.929 -4.290 -0.1 0.1 0.1 0.080
H 7.705 -8.823 -4.687 0.0 0.0 0.1 0.078
H 9.119 -8.224 -3.792 -0.1 -0.1 0.1 0.076
C 5.876 2.471 -7.404 -0.1 0.0 0.3 -1.047
Cl 7.431 3.067 -7.998 0.1 0.0 0.1 0.489
Cl 4.704 2.321 -8.720 -0.1 -0.1 0.0 0.487
H 6.023 1.493 -6.947 0.0 0.2 -0.2 0.023
H 5.489 3.169 -6.662 0.1 -0.1 -0.2 -0.002

---

Entry 5:
11
Properties=species:S:1:pos:R:3:forces:R:3:lowdin_charge:R:1 method="wB97M-V/def2-TZVPD" charge=0 energy_ev=-7762.1447 homo_energy_ev="-8.2 / -8.2" lumo_energy_ev="0.61 / 0.61" spin_multiplicity=1 e_above_lowest_kj_mol=422.78 gap_ev="8.8 / 8.8"
O -1.545 1.821 1.307 0.9 -1.1 -1.1 0.077
C -0.945 1.096 0.602 0.2 -0.6 0.7 -0.097
C -0.990 -0.728 -0.695 -0.1 0.6 0.1 0.008
N 0.245 -0.808 -0.111 0.1 -0.5 0.0 -0.206
C 1.283 0.152 -0.377 0.0 0.1 -0.2 -0.112
C 0.507 0.111 0.908 -0.5 0.2 0.1 -0.167
H -1.782 -1.275 -0.178 0.1 0.3 0.0 0.077
H -0.982 -0.874 -1.785 -0.2 0.4 0.4 0.081
H 1.056 1.018 -1.006 -0.1 -0.3 -0.1 0.106
H 2.257 -0.307 -0.546 -0.1 0.3 0.4 0.105
H 0.895 -0.207 1.881 -0.3 0.5 -0.3 0.129

---

Entry 6:
11
Properties=species:S:1:pos:R:3:forces:R:3:lowdin_charge:R:1 method="wB97M-V/def2-TZVPD" charge=0 energy_ev=-27256.2674 homo_energy_ev=-8.9 smiles="N=C(NS)NS" lumo_energy_ev=0.18 spin_multiplicity=1 e_above_lowest_kj_mol=178.27 gap_ev=9.1
N 1.833 -1.145 0.616 -5.4 4.2 -0.6 0.071
C 0.737 -0.266 0.446 1.3 -3.9 1.2 -0.544
N 0.574 1.108 -0.008 -0.6 -3.4 -0.5 -0.330
S -0.040 0.827 -1.669 0.2 2.1 1.1 0.727
N -0.571 -0.903 0.650 1.7 -1.3 0.2 -0.481
S -2.116 -0.285 0.639 -0.6 1.0 0.5 0.696
H 2.620 -0.652 0.239 0.8 0.5 0.0 -0.008
H 1.269 1.779 0.300 0.2 -0.2 -0.9 0.081
H -1.236 1.499 -1.473 0.9 -0.4 -0.3 -0.135
H -0.626 -1.926 0.924 1.1 1.9 -0.8 0.099
H -2.444 -0.036 -0.665 0.5 -0.5 0.2 -0.176